56
Properties=species:S:1:pos:R:3 method="wB97M-V/def2-TZVPD" e_lumo_ev="3.24 / 3.30" fmax_ev_per_a=8.747 total_energy_ha=-17608.7707 de_lowest_kcal_mol=167.53 molar_mass_g_mol=1057.82 total_charge=-2 gap_ev="4.22 / 4.27" spin_multiplicity=3
V -0.92492 0.20489 1.20086
N -1.36767 -2.14971 4.09579
N -2.65206 -1.62629 4.25972
C -3.06142 -0.56119 3.52317
N -4.38867 -0.29215 3.52945
N -2.16683 0.22483 2.97435
N -2.58507 1.07881 1.86060
O -2.57306 0.27034 0.76414
O -3.75613 1.71334 2.02025
H -1.36545 -3.00996 3.53652
H -0.95398 -2.38216 4.98940
H -3.39124 -2.24012 4.57534
H -5.03107 -1.06092 3.61716
H -4.61331 0.47181 2.87769
Br 0.86911 0.53727 2.25820
C 1.44567 2.19384 2.83825
Br 0.53335 2.38259 4.55111
H 1.14827 2.96245 2.13293
H 2.52578 2.17284 2.94452
C -1.56692 2.07908 1.71423
C -1.18148 3.13343 1.22701
C -0.53548 4.35918 0.99073
C -0.16941 4.75420 -0.30681
C 0.50466 5.94323 -0.50396
C 0.84831 6.74996 0.57500
C 0.47393 6.37457 1.86095
C -0.22218 5.20227 2.07466
H -0.40293 4.10943 -1.14455
H 0.77899 6.23476 -1.51008
H 1.41379 7.66009 0.42123
H 0.73992 7.00327 2.70241
H -0.53054 4.92439 3.07496
C 2.86531 -5.07399 -4.14108
C 2.86582 -4.83919 -5.59652
O 3.41769 -5.49003 -6.44841
S 1.92229 -3.42754 -6.25740
C 1.36898 -2.38832 -4.92222
C 0.56224 -2.88125 -3.89869
C 0.16309 -2.03263 -2.88121
C 0.52518 -0.67710 -2.90355
C 1.29539 -0.19246 -3.96055
C 1.72599 -1.04774 -4.95769
C 0.13534 0.11214 -1.77541
C -0.23514 0.49736 -0.67354
H 2.78756 -4.17956 -3.53107
H 3.76227 -5.61302 -3.83968
H 2.01954 -5.70917 -3.85617
H 0.25546 -3.91824 -3.87954
H -0.42285 -2.38358 -2.03574
H 1.56663 0.85559 -3.98026
H 2.34997 -0.67732 -5.76090
Se 0.04940 -5.10874 3.08805
Sb 0.61532 -3.81894 1.08637
Se 0.05297 -1.54100 1.24370
Se -0.38877 -5.49608 -0.39864
Se 2.89836 -4.38755 0.55494